A.
Entry from the Open Molecules 2025 dataset: a cluster of 2 separate species, CH5N3O2 in total (the ωB97M-V functional and the def2-TZVPD basis).

Last column: Mulliken charge in e.
Positions of all 11 atoms, in Å:
C (-1.393, 0.450, -0.205)  -0.665
N (2.529, 0.223, -0.432)  0.097
N (-0.249, 0.245, 0.701)  0.050
N (0.593, -0.792, 0.632)  -0.408
O (0.221, -1.666, -0.398)  -0.340
O (2.402, 1.326, -0.014)  -0.274
H (-1.801, 1.496, -0.068)  0.301
H (-0.979, 0.162, -1.115)  0.302
H (-2.286, -0.110, 0.017)  0.249
H (0.298, 1.145, 1.008)  0.321
H (0.663, -2.477, -0.126)  0.367

Results
* E_LUMO (alpha / beta): -0.0071 / -0.0035 Ha
* E_HOMO (alpha / beta): -0.233 / -0.234 Eh


B.
Entry from the Open Molecules 2025 dataset: a cluster of 2 separate species, CH5N3O2 in total (the ωB97M-V functional and the def2-TZVPD basis).

Last column: Mulliken charge in e.
Positions of all 11 atoms, in Å:
C (-0.909, -1.073, 0.231)  -0.566
N (0.255, 1.024, -1.963)  -0.470
N (0.315, -0.385, 0.253)  -0.309
N (0.665, 0.427, 1.242)  1.109
O (0.214, 0.135, 2.338)  -0.567
O (1.469, 1.294, 1.008)  -0.589
H (-1.043, -1.478, -0.771)  0.306
H (-0.854, -1.924, 0.923)  0.303
H (-1.757, -0.446, 0.519)  0.279
H (0.552, 1.867, -1.470)  0.255
H (1.094, 0.560, -2.310)  0.249

Results
* E_LUMO (alpha / beta): -0.0272 / -0.0864 Ha
* E_HOMO (alpha / beta): -0.401 / -0.397 Eh


C.
Entry from the Open Molecules 2025 dataset: the molecule CH5N3O2 (the ωB97M-V functional and the def2-TZVPD basis).

Last column: Mulliken charge in e.
Positions of all 11 atoms, in Å:
N (-0.966, 0.641, -1.143)  0.105
C (0.241, 0.079, 0.475)  0.262
N (-0.009, -0.673, 1.641)  -0.591
O (-1.124, 0.638, -2.495)  -0.365
O (1.603, 0.320, 0.287)  -0.517
N (-0.352, -0.412, -0.707)  -0.442
H (-0.603, -0.101, -2.868)  0.378
H (1.962, 0.681, 1.106)  0.332
H (-0.336, 1.227, 0.239)  0.384
H (0.571, -1.503, 1.697)  0.224
H (-0.987, -0.897, 1.767)  0.230

Results
* E_LUMO: 0.0064 Ha
* SMILES: N[C@@H](O)/N=N/O
* E_HOMO: -0.349 Eh


Most stable structure - C; separation to the second - 0.1120 hartree.


A.
Entry from the Open Molecules 2025 dataset: the ion C9H12NO2 with charge +1 (the ωB97M-V functional and the def2-TZVPD basis).

Last column: Mulliken charge in e.
Positions of all 24 atoms, in Å:
C (2.999, 0.604, -0.184)  -0.540
C (2.937, -0.774, -0.305)  -0.635
C (1.845, 1.326, 0.066)  -0.831
C (1.720, -1.415, -0.197)  -0.614
C (0.612, 0.701, 0.198)  0.789
C (0.549, -0.687, 0.039)  0.793
C (-0.590, 1.552, 0.601)  -0.950
C (-1.896, 0.855, 0.572)  -0.937
C (-0.686, -1.480, 0.111)  0.275
N (-2.547, 0.814, -0.751)  -0.223
O (-0.932, -2.382, 1.063)  -0.457
O (-1.419, -1.662, -1.007)  -0.474
H (3.947, 1.113, -0.265)  0.414
H (3.828, -1.353, -0.489)  0.419
H (1.906, 2.398, 0.175)  0.455
H (1.666, -2.489, -0.303)  0.463
H (-0.397, 1.916, 1.611)  0.370
H (-0.584, 2.437, -0.052)  0.475
H (-2.562, 0.877, 1.413)  0.436
H (-2.376, -0.128, -1.184)  0.312
H (-2.113, 1.513, -1.371)  0.361
H (-3.555, 0.983, -0.693)  0.342
H (-0.382, -2.266, 1.847)  0.404
H (-1.971, -2.453, -0.894)  0.354

Results
* E_LUMO (alpha / beta): -0.1220 / -0.1219 Ha
* net charge: +1
* E_HOMO (alpha / beta): -0.408 / -0.409 Eh


B.
Entry from the Open Molecules 2025 dataset: the ion C9H12NO2 with charge +1 (the ωB97M-V functional and the def2-TZVPD basis).

Last column: Mulliken charge in e.
Positions of all 24 atoms, in Å:
C (3.402, -0.997, -0.253)  -0.575
C (3.696, 0.328, -0.091)  -0.459
C (2.059, -1.372, -0.258)  -1.020
C (2.789, 1.342, -0.260)  -0.571
C (1.124, -0.301, -0.080)  0.748
C (1.394, 1.026, -0.207)  0.732
C (-0.337, -0.799, 0.092)  -0.919
C (-1.193, 1.352, 0.396)  -0.087
C (-2.773, -0.150, -0.568)  -0.762
N (-1.305, 0.240, -0.557)  0.024
O (0.532, 2.000, -0.188)  -0.671
O (-1.219, 0.941, 1.657)  -0.415
H (4.273, -1.677, -0.172)  0.328
H (4.717, 0.689, 0.043)  0.363
H (1.855, -2.364, -0.389)  0.467
H (3.036, 2.411, -0.129)  0.364
H (-0.312, -1.632, -0.622)  0.660
H (-0.579, -1.095, 1.112)  0.348
H (-1.738, 2.275, 0.126)  0.633
H (-2.777, -1.206, -0.108)  0.307
H (-3.352, 0.589, 0.066)  0.339
H (-3.102, -0.084, -1.589)  0.383
H (-0.900, 0.572, -1.423)  0.372
H (-1.610, 1.524, 2.293)  0.410

Results
* E_LUMO: -0.1314 Ha
* net charge: +1
* E_HOMO: -0.431 Eh


Most stable structure - A; separation to the second - 0.0448 hartree.


A.
Entry from the Open Molecules 2025 dataset: a structure of composition C5H13N2O (the ωB97M-V functional and the def2-TZVPD basis).

Last column: Mulliken charge in e.
Positions of all 21 atoms, in Å:
C (-1.222, 2.044, -1.382)  -0.523
O (-2.198, 2.373, -0.383)  -0.526
C (-0.689, 0.668, -1.003)  -0.779
C (-0.147, 0.549, 0.439)  -0.438
C (0.426, -0.829, 0.678)  0.598
C (1.898, -0.934, 0.708)  -0.424
N (2.712, -1.727, 0.147)  -0.484
N (-0.423, -1.896, 0.713)  -0.403
H (-0.365, 2.715, -1.489)  0.359
H (-1.797, 1.965, -2.302)  0.334
H (-2.494, 3.287, -0.460)  0.324
H (-1.368, -0.166, -1.211)  0.428
H (0.104, 0.468, -1.720)  0.398
H (-0.934, 0.746, 1.167)  0.365
H (0.714, 1.225, 0.559)  0.303
H (2.418, -0.058, 1.111)  0.419
H (2.421, -2.579, -0.406)  0.318
H (0.908, -2.818, 1.919)  0.324
H (1.234, -2.671, 1.197)  -0.337
H (-0.111, -2.777, 0.343)  0.428
H (-0.881, -1.913, 1.617)  0.315

Results
* E_LUMO: -0.2463 Ha
* net charge: +1
* E_HOMO: -0.513 Eh


B.
Entry from the Open Molecules 2025 dataset: the ion C5H13N2O with charge +1 (the ωB97M-V functional and the def2-TZVPD basis).

Last column: Mulliken charge in e.
Positions of all 21 atoms, in Å:
O (-0.260, 1.224, 1.674)  -0.660
C (-0.598, 0.236, 1.048)  0.436
N (-1.403, -0.764, 1.471)  -0.119
C (-1.841, -1.859, 0.552)  -0.820
C (0.015, 0.149, -0.313)  -0.202
N (1.333, 1.102, -0.052)  -0.119
C (2.547, 0.246, -0.112)  -0.803
C (-0.775, 1.042, -1.484)  -1.350
H (-1.798, -0.669, 2.469)  0.313
H (-1.366, -1.937, -0.446)  0.294
H (-2.857, -2.149, 0.449)  0.347
H (-1.381, -2.806, 1.133)  0.322
H (0.282, -0.877, -0.660)  0.505
H (1.178, 1.561, 0.758)  0.335
H (1.349, 1.827, -0.710)  0.354
H (3.038, 0.308, -1.126)  0.340
H (2.330, -0.846, 0.156)  0.269
H (3.428, 0.615, 0.471)  0.360
H (-1.039, 2.060, -1.163)  0.401
H (-0.510, 1.100, -2.524)  0.442
H (-1.673, 0.436, -1.590)  0.357

Results
* E_LUMO: -0.1051 Ha
* SMILES: CNC(=O)[C@@H](C)[NH2+]C
* net charge: +1
* E_HOMO: -0.513 Eh


Most stable structure - B; separation to the second - 0.1380 hartree.


A.
Entry from the Open Molecules 2025 dataset: the ion C5H13N2O with charge +1 (the ωB97M-V functional and the def2-TZVPD basis).

Last column: Mulliken charge in e.
Positions of all 21 atoms, in Å:
O (-0.055, -2.007, -0.194)  -0.634
C (0.067, -0.798, -0.364)  0.657
N (1.291, -0.209, -0.565)  -0.163
C (1.562, 1.058, -1.244)  -0.255
C (2.778, 1.777, -0.727)  -1.219
C (-1.118, 0.063, -0.242)  -0.814
N (-2.202, -0.553, 0.789)  -0.261
C (-2.205, 0.129, 2.243)  -0.764
H (2.112, -0.892, -0.593)  0.298
H (1.811, 0.849, -2.375)  0.261
H (0.732, 1.711, -1.260)  0.361
H (3.378, 1.329, 0.070)  0.366
H (2.527, 2.794, -0.378)  0.277
H (3.498, 1.963, -1.468)  0.347
H (-0.815, 1.136, 0.279)  0.305
H (-1.384, 0.485, -1.258)  0.423
H (-3.158, -0.382, 0.356)  0.377
H (-1.944, -1.544, 0.958)  0.415
H (-2.664, 1.120, 2.228)  0.341
H (-1.024, 0.122, 2.517)  0.344
H (-2.766, -0.675, 2.901)  0.337

Results
* E_LUMO: -0.1243 Ha
* SMILES: CCNC(=O)C[NH2+]C
* net charge: +1
* E_HOMO: -0.494 Eh


B.
Entry from the Open Molecules 2025 dataset: the ion C5H13N2O with charge +1 (the ωB97M-V functional and the def2-TZVPD basis).

Last column: Mulliken charge in e.
Positions of all 21 atoms, in Å:
C (1.170, -0.141, 0.669)  -0.783
N (-0.046, -0.222, -0.136)  -0.360
C (-1.149, -0.802, 0.676)  -0.606
C (-2.547, -0.572, 0.103)  -0.781
C (-2.906, 0.912, 0.000)  0.167
O (-2.081, 1.788, -0.066)  -0.492
C (2.233, 0.653, -0.043)  -0.658
N (2.612, -0.106, -1.293)  -0.279
H (1.266, -1.077, 1.233)  0.500
H (0.963, 0.462, 1.620)  0.389
H (-0.476, 0.690, -0.366)  0.300
H (-1.204, -0.347, 1.693)  0.335
H (-0.890, -1.877, 0.777)  0.419
H (-3.265, -1.096, 0.759)  0.363
H (-2.654, -1.041, -0.886)  0.323
H (-3.946, 1.205, -0.388)  0.340
H (1.724, 1.568, -0.341)  0.324
H (3.025, 0.965, 0.677)  0.399
H (2.683, -1.101, -1.070)  0.354
H (3.568, 0.140, -1.577)  0.359
H (1.920, 0.000, -2.040)  0.388

Results
* E_LUMO: -0.1293 Ha
* SMILES: [NH3+]CCNCCC=O
* net charge: +1
* E_HOMO: -0.468 Eh


Most stable structure - B; separation to the second - 0.0113 hartree.


A.
Entry from the Open Molecules 2025 dataset: the ion C5H13N2O with charge +1 (the ωB97M-V functional and the def2-TZVPD basis).

Last column: Mulliken charge in e.
Positions of all 21 atoms, in Å:
N (-1.626, 1.364, 0.235)  -0.235
C (-0.240, 0.889, 0.445)  0.218
C (-0.184, -0.509, -0.075)  -1.058
C (0.489, -0.568, -1.466)  -0.488
C (0.341, -2.055, -2.082)  -1.192
C (0.135, 0.893, 1.963)  0.287
N (1.471, 0.732, 2.273)  -0.381
O (-0.714, 1.215, 2.785)  -0.595
H (-2.223, 0.835, 0.895)  0.340
H (-1.730, 2.284, 0.418)  0.302
H (-1.879, 1.034, -0.644)  0.317
H (0.485, 1.688, 0.023)  0.412
H (-1.258, -0.841, -0.173)  0.311
H (0.316, -1.154, 0.692)  0.448
H (0.243, 0.273, -2.161)  0.369
H (1.565, -0.383, -1.392)  0.355
H (1.037, -2.192, -2.849)  0.404
H (-0.732, -2.090, -2.390)  0.315
H (0.647, -2.758, -1.322)  0.337
H (1.750, 1.089, 3.230)  0.288
H (2.105, 0.255, 1.596)  0.244

Results
* E_LUMO: -0.1224 Ha
* SMILES: CCC[C@@H]([NH3+])C(N)=O
* net charge: +1
* E_HOMO: -0.529 Eh


B.
Entry from the Open Molecules 2025 dataset: a cluster of 2 separate species, C5H13N2O in total (the ωB97M-V functional and the def2-TZVPD basis).

Last column: Mulliken charge in e.
Positions of all 21 atoms, in Å:
C (0.605, 1.104, 1.741)  -0.363
O (1.019, 1.356, 0.328)  -0.580
C (0.775, -0.337, 2.069)  -0.114
C (1.824, -0.791, 2.734)  -0.633
H (-0.432, 1.427, 1.803)  0.238
H (1.202, 1.771, 2.357)  0.299
H (1.576, 0.599, 0.102)  0.396
H (0.015, -1.028, 1.722)  0.301
H (1.984, -1.835, 2.936)  0.287
H (2.580, -0.111, 3.106)  0.241
C (-1.400, 0.077, -1.459)  -0.518
C (-0.731, -0.872, -2.096)  0.012
N (-1.247, -2.108, -2.391)  -0.475
N (-0.905, 1.443, -1.309)  -0.232
H (-2.382, -0.107, -1.045)  0.282
H (0.275, -0.671, -2.447)  0.307
H (-0.574, -2.801, -2.677)  0.256
H (-1.927, -2.479, -1.748)  0.236
H (-1.657, 2.044, -0.990)  0.366
H (-0.564, 1.850, -2.176)  0.377
H (-0.035, 1.470, -0.561)  0.317

Results
* E_LUMO: -0.1056 Ha
* net charge: +1
* E_HOMO: -0.463 Eh


Most stable structure - A; separation to the second - 0.0291 hartree.


A.
Entry from the Open Molecules 2025 dataset: a cluster of 2 separate species, C5H13N2O in total (the ωB97M-V functional and the def2-TZVPD basis).

Last column: Mulliken charge in e.
Positions of all 21 atoms, in Å:
C (1.266, -0.999, -1.328)  0.176
C (0.882, -1.770, -2.320)  -0.781
C (2.091, -0.874, 0.913)  -0.184
N (1.648, -1.548, -0.073)  0.052
H (1.322, 0.076, -1.382)  0.242
H (0.824, -2.846, -2.224)  0.273
H (0.602, -1.316, -3.255)  0.269
H (2.373, -1.394, 1.813)  0.307
H (2.203, 0.198, 0.808)  0.275
H (1.455, -2.540, 0.068)  0.294
C (-0.946, 1.845, 0.433)  -0.098
O (-1.828, 2.761, -0.162)  -0.505
C (-1.724, 0.571, 0.701)  -0.650
N (-0.843, -0.424, 1.362)  -0.475
H (-0.105, 1.599, -0.231)  0.013
H (-0.534, 2.237, 1.370)  0.285
H (-1.369, 3.583, -0.358)  0.317
H (-2.611, 0.786, 1.296)  0.380
H (-2.048, 0.149, -0.248)  0.306
H (-1.431, -1.250, 1.506)  0.240
H (-0.696, -0.090, 2.314)  0.265

Results
* E_LUMO: -0.1854 Ha
* net charge: +1
* E_HOMO: -0.493 Eh


B.
Entry from the Open Molecules 2025 dataset: a cluster of 2 separate species, C5H13N2O in total (the ωB97M-V functional and the def2-TZVPD basis).

Last column: Mulliken charge in e.
Positions of all 21 atoms, in Å:
C (0.512, -2.143, -1.163)  0.683
C (1.326, 0.566, 0.770)  -0.867
C (-0.565, 2.134, 0.509)  -0.952
C (-1.003, -0.057, 1.416)  -0.890
C (-0.333, 0.060, -0.859)  -1.423
N (0.355, -2.374, -2.416)  -0.303
N (-0.160, 0.677, 0.481)  0.136
O (0.956, -2.410, -0.133)  -0.333
H (1.854, 1.163, 0.173)  0.468
H (1.736, 0.885, 1.823)  0.319
H (1.510, -0.598, 0.686)  0.265
H (0.088, 2.896, 0.151)  0.361
H (-1.329, 2.185, -0.128)  0.452
H (-0.729, 2.358, 1.553)  0.379
H (-2.032, -0.238, 1.160)  0.434
H (-0.701, -1.161, 1.651)  0.283
H (-0.879, 0.362, 2.416)  0.410
H (-1.389, -0.047, -0.933)  0.424
H (0.380, 0.594, -1.459)  0.599
H (0.343, -1.568, -2.978)  0.288
H (0.058, -3.285, -2.720)  0.266

Results
* E_LUMO: -0.1100 Ha
* net charge: +1
* E_HOMO: -0.452 Eh


Most stable structure - A; separation to the second - 0.0864 hartree.